[1]
Formula: C16H23N3O3S
Source: OMol25
Level of theory: ωB97M-V with the def2-TZVPD basis set

Values from the calculation:
Relative energy (zero: lowest compared OMol25 entry of this formula, charge and spin) = 20.0 kcal/mol
E_tot = -38414.8618 eV
Structure (SMILES) = CCCCC(=O)Nc1ccc(NC(=S)NC(=O)CC)cc1OC
Kohn-Sham gap = 8.080 eV

Geometry as ORCA input:
```
! RIJCOSX wB97M-V def2-TZVPD def2/J DEFGRID3
* xyz 0 1
S 3.387 -2.243 -0.118
O -1.616 -1.512 0.047
O -3.079 3.126 0.039
O 5.027 1.973 -0.345
N 2.870 0.409 -0.200
N -2.677 0.887 0.037
N 5.070 -0.298 -0.274
C -4.970 1.668 0.138
C 1.480 0.482 -0.138
C 3.714 -0.626 -0.198
C 7.700 0.522 1.044
C -5.521 -0.817 0.452
C 5.657 0.934 -0.330
C -5.438 0.364 -0.519
C -0.721 -0.475 -0.017
C 7.167 0.878 -0.346
C -3.482 1.982 0.059
C -1.287 0.816 -0.022
C -0.450 1.921 -0.085
C -1.114 -2.828 0.057
C 0.920 1.757 -0.143
C 0.650 -0.636 -0.075
C -5.853 -2.113 -0.277
H -0.886 2.905 -0.088
H 5.667 -1.116 -0.269
H -5.477 2.524 -0.311
H -0.556 -3.051 -0.857
H -6.435 0.524 -0.937
H -4.582 -0.946 0.995
H -5.941 -2.937 0.427
H -4.783 0.113 -1.358
H -0.473 -3.005 0.925
H 8.787 0.509 1.031
H 1.562 2.624 -0.193
H 7.503 0.140 -1.077
H 7.348 -0.457 1.363
H -3.111 -0.025 0.065
H -1.989 -3.475 0.115
H 7.536 1.861 -0.640
H 3.339 1.321 -0.253
H -6.296 -0.610 1.194
H -5.073 -2.357 -0.996
H -6.795 -2.019 -0.814
H 7.372 1.260 1.772
H -5.239 1.665 1.198
H 1.088 -1.617 -0.072
*
```



[2]
Formula: C16H23N4
Source: OMol25
Level of theory: ωB97M-V with the def2-TZVPD basis set

Values from the calculation:
Relative energy (zero: lowest compared OMol25 entry of this formula, charge and spin) = 0.0 kcal/mol
E_tot = -22919.9690 eV
Structure (SMILES) = c1ccc([C@H](N2CCCC2)[N+]2=C3NCCN3CC2)cc1
Kohn-Sham gap = 9.681 eV

Geometry as ORCA input:
```
! RIJCOSX wB97M-V def2-TZVPD def2/J DEFGRID3
* xyz 1 1
N -0.197 2.027 -0.656
N -1.115 -0.306 -0.565
N 1.199 -0.595 -0.490
N -2.225 1.458 -1.310
C 0.611 0.357 2.159
C 1.291 -0.928 -1.926
C -3.187 0.393 -1.457
C 2.391 -1.069 0.207
C 2.784 -1.115 -2.227
C 3.464 -1.319 -0.864
C 0.756 0.432 3.559
C -2.185 2.869 -1.597
C 0.208 -0.570 4.361
C -1.080 1.028 -0.807
C -0.059 -0.728 1.592
C -0.627 -1.535 3.793
C -0.068 -0.985 0.092
C -0.787 3.276 -1.120
C -2.463 -0.811 -0.869
C -0.788 -1.602 2.406
H -0.242 -2.068 -0.084
H -2.393 -1.617 -1.605
H 0.393 -0.562 5.437
H -4.131 0.620 -0.951
H -1.450 -2.338 1.937
H -2.330 3.062 -2.666
H -0.183 3.721 -1.921
H 3.192 -0.251 -2.765
H 2.729 -0.313 0.918
H -3.401 0.226 -2.517
H -2.946 -1.204 0.029
H 3.825 -2.349 -0.777
H 1.270 1.281 4.006
H 0.775 1.854 -0.423
H 0.744 -1.867 -2.133
H 0.819 -0.153 -2.541
H -2.982 3.405 -1.070
H -0.861 3.991 -0.296
H 2.187 -1.981 0.791
H 1.018 1.141 1.508
H 2.898 -1.993 -2.874
H 4.303 -0.634 -0.718
H -1.158 -2.246 4.431
*
```



[3]
Formula: C16H23N5O3
Source: OMol25
Level of theory: ωB97M-V with the def2-TZVPD basis set

Values from the calculation:
Relative energy (zero: lowest compared OMol25 entry of this formula, charge and spin) = 0.0 kcal/mol
E_tot = -30560.8125 eV
Structure (SMILES) = CCCCN1C(=O)NC(=O)/C(=C(\C)NCCCn2ccnc2)C1=O
Kohn-Sham gap = 8.989 eV

Geometry as ORCA input:
```
! RIJCOSX wB97M-V def2-TZVPD def2/J DEFGRID3
* xyz 0 1
O -0.771 -0.401 -1.504
O -0.135 3.691 0.796
O -4.174 1.750 0.555
N 1.570 0.355 2.737
N -2.459 0.659 -0.466
N 1.583 0.571 -1.475
N -2.102 2.633 0.688
N 2.365 -0.790 1.025
C 0.568 -0.381 2.194
C 2.045 2.700 -0.391
C 3.303 -1.282 0.051
C -0.236 1.632 -0.414
C -2.999 1.684 0.283
C -0.749 2.726 0.385
C -2.735 -2.117 0.813
C -3.858 -1.296 0.182
C 2.922 0.303 -1.929
C -1.129 0.572 -0.826
C 3.878 -0.154 -0.816
C 1.123 1.600 -0.778
C 2.627 0.090 2.023
C 1.038 -1.100 1.134
C -3.396 -0.358 -0.934
C -2.116 -3.125 -0.149
H -4.266 0.165 -1.338
H -2.896 -0.910 -1.729
H -1.956 -1.446 1.182
H -0.420 -0.346 2.607
H 0.849 -0.126 -1.679
H -2.885 -3.764 -0.580
H 2.843 -0.492 -2.674
H 0.557 -1.781 0.464
H -4.346 -0.696 0.951
H 3.601 0.500 2.204
H -2.477 3.389 1.249
H 2.796 -2.021 -0.574
H 2.155 2.708 0.694
H 3.347 1.182 -2.426
H 1.609 3.661 -0.652
H -1.596 -2.615 -0.956
H -3.144 -2.650 1.674
H -1.402 -3.756 0.376
H -4.605 -1.969 -0.243
H 3.019 2.601 -0.858
H 4.798 -0.502 -1.287
H 4.127 -1.780 0.576
H 4.129 0.686 -0.168
*
```



[4]
Formula: C16H23N5O3S
Source: OMol25
Level of theory: ωB97M-V with the def2-TZVPD basis set

Values from the calculation:
Relative energy (zero: lowest compared OMol25 entry of this formula, charge and spin) = 0.0 kcal/mol
E_tot = -41396.3133 eV
Structure (SMILES) = CCn1c(SCC(=O)NC2CCCC2)nc2c1c(=O)n(C)c(=O)n2C
Kohn-Sham gap = 8.612 eV

Geometry as ORCA input:
```
! RIJCOSX wB97M-V def2-TZVPD def2/J DEFGRID3
* xyz 0 1
S 2.712 -1.012 -1.512
O -2.901 0.295 -2.187
O -2.252 3.857 0.582
O 3.202 0.527 2.019
N 0.113 -0.259 -1.832
N 2.116 -1.354 1.391
N -2.535 2.090 -0.809
N -0.422 2.609 0.111
N 1.340 1.082 -0.529
C -0.411 -2.946 1.656
C 1.324 0.009 -1.300
C 0.071 1.541 -0.561
C 1.242 -1.448 2.542
C -0.229 -1.307 -2.759
C -2.124 0.965 -1.532
C -1.070 -1.559 1.707
C -0.723 0.739 -1.367
C -3.942 2.450 -0.879
C -0.039 -0.617 2.353
C 2.964 -0.330 1.199
C 0.723 -2.876 2.680
C 0.441 3.414 0.950
C -1.763 2.916 -0.002
C 3.703 -0.354 -0.142
C 0.151 -0.928 -4.186
H 0.167 0.261 1.744
H -4.430 1.740 -1.543
H -0.007 -3.138 0.659
H -0.168 3.879 1.722
H 4.010 0.662 -0.388
H -1.307 -1.464 -2.686
H -0.392 -0.038 -4.494
H 0.303 -2.215 -2.458
H -1.355 -1.222 0.710
H 4.582 -0.996 -0.072
H -0.389 -0.270 3.324
H 1.500 -3.619 2.506
H -0.105 -1.741 -4.860
H -1.117 -3.743 1.881
H 1.819 -1.103 3.404
H -4.385 2.409 0.115
H -4.043 3.465 -1.263
H -1.978 -1.592 2.309
H 0.328 -3.017 3.686
H 1.202 2.769 1.387
H 1.219 -0.737 -4.257
H 0.926 4.192 0.358
H 1.931 -1.984 0.624
*
```



[5]
Formula: C16H23NO4
Source: OMol25
Level of theory: ωB97M-V with the def2-TZVPD basis set

Values from the calculation:
Relative energy (zero: lowest compared OMol25 entry of this formula, charge and spin) = 6.9 kcal/mol
E_tot = -26646.5018 eV
Structure (SMILES) = CCCCCCOc1ccc([C@@H](CC(N)=O)C(=O)O)cc1
Kohn-Sham gap = 9.055 eV

Geometry as ORCA input:
```
! RIJCOSX wB97M-V def2-TZVPD def2/J DEFGRID3
* xyz 0 1
O 2.495 -4.282 1.524
O 0.759 -3.602 -1.056
O -0.504 -2.471 0.392
O -0.069 3.776 -0.443
N 4.146 -3.498 0.219
C 0.390 0.320 0.771
C 0.295 2.472 -0.304
C 3.034 -3.350 0.976
C 1.592 0.677 -1.259
C -3.631 2.142 0.523
C -0.064 1.625 0.740
C -4.708 0.115 -0.580
C -2.960 2.677 -0.743
C 0.512 -2.577 -0.234
C 2.520 -1.920 1.047
C 1.685 -1.607 -0.214
C -2.483 4.125 -0.606
C -3.782 0.621 0.519
C 1.145 1.981 -1.297
C -1.204 4.297 0.222
C 1.214 -0.176 -0.229
H 4.578 -2.728 -0.258
H -4.615 2.606 0.631
H -0.993 5.365 0.332
H 2.237 0.316 -2.048
H -4.180 0.308 1.487
H -4.839 -0.961 -0.492
H -0.705 1.962 1.539
H -3.671 2.629 -1.569
H -3.044 2.426 1.398
H 4.519 -4.422 0.080
H -2.113 2.040 -1.005
H -2.798 0.160 0.403
H -5.686 0.588 -0.504
H 0.076 -0.324 1.576
H -3.270 4.728 -0.148
H 2.289 -1.809 -1.105
H 0.046 -4.259 -1.005
H -2.283 4.529 -1.601
H 1.891 -1.822 1.931
H 1.434 2.644 -2.098
H -4.297 0.327 -1.563
H -1.320 3.871 1.222
H 3.348 -1.214 1.113
*
```



[6]
Formula: C16H23NOS
Source: OMol25
Level of theory: ωB97M-V with the def2-TZVPD basis set

Values from the calculation:
Relative energy (zero: lowest compared OMol25 entry of this formula, charge and spin) = 112.1 kcal/mol
E_tot = -31334.4310 eV
Structure (SMILES) = CSc1ccc(O[C@@]2(C)CCN(CC3CC3)C2)cc1
Kohn-Sham gap = 9.078 eV

Geometry as ORCA input:
```
! RIJCOSX wB97M-V def2-TZVPD def2/J DEFGRID3
* xyz 0 1
S 2.593 6.156 -0.272
O 0.895 0.576 0.238
N -0.567 -2.497 -0.355
C -2.329 -5.417 1.105
C -1.600 0.789 -0.207
C 1.572 2.634 1.042
C 1.086 2.538 -1.379
C 0.910 6.795 -0.008
C 1.131 1.883 -0.130
C -0.901 -5.777 1.632
C 0.313 -2.098 -1.406
C -1.298 -4.330 1.277
C 1.528 3.834 -1.459
C 0.003 -0.667 -1.723
C 1.901 3.929 0.904
C -0.445 -3.855 0.071
C 2.089 4.498 -0.368
C -0.475 -1.337 0.528
C -0.267 -0.076 -0.340
H -0.099 -6.359 1.090
H -0.873 -5.946 2.719
H -0.586 -4.648 -0.723
H 1.552 2.340 2.064
H 0.827 -0.192 -2.289
H 1.495 4.254 -2.525
H -0.947 -0.609 -2.295
H -2.501 0.186 -0.507
H 0.637 -3.981 0.421
H 0.917 7.875 -0.105
H -3.208 -5.393 1.847
H 0.151 6.308 -0.649
H -1.513 1.660 -0.926
H -1.474 -3.585 2.075
H 0.309 -1.436 1.282
H 0.479 2.079 -2.106
H -1.456 -1.285 1.155
H 2.241 4.416 1.817
H 0.127 -2.668 -2.279
H -1.701 1.148 0.743
H -2.619 -5.846 0.054
H 1.392 -2.337 -1.028
H 0.709 6.443 1.013
*
```



[7]
Formula: C16H24F5N2O4
Source: OMol25
Level of theory: ωB97M-V with the def2-TZVPD basis set

Values from the calculation:
E_tot = -41729.7549 eV
Kohn-Sham gap = 2.530 eV

Geometry as ORCA input:
```
! RIJCOSX wB97M-V def2-TZVPD def2/J DEFGRID3
* xyz -1 1
F -0.589 -3.447 0.388
F -1.530 -4.611 -1.175
F 0.275 -2.415 -2.670
F -1.878 -2.570 -2.513
F 0.595 -4.332 -1.167
O 1.887 2.597 0.262
O -2.282 1.534 0.579
O 1.532 5.656 -1.649
O 3.683 -1.625 2.069
N -1.858 -0.435 -0.674
N 0.304 -0.600 -0.391
C -0.758 -2.422 -1.790
C -3.264 -0.597 -1.014
C -3.137 1.624 -2.343
C 1.119 4.605 -0.962
C -3.759 0.428 -2.000
C 2.778 -2.675 2.289
C -2.224 1.683 2.006
C 3.863 -1.287 0.702
C -0.094 0.529 0.282
C 2.334 3.673 -0.403
C -0.768 -1.173 -0.976
C -0.564 -3.737 -0.911
C -2.284 0.369 2.779
C 1.667 -1.162 -0.487
C 2.760 -0.339 0.185
C -1.447 0.607 0.096
H 1.904 -1.213 -1.545
H -3.824 -0.439 -0.089
H 2.784 -3.401 1.468
H 3.919 -2.189 0.082
H 2.968 4.376 0.181
H -2.884 0.487 3.679
H 1.625 -2.185 -0.121
H 3.020 -3.195 3.213
H -3.547 2.565 -1.976
H 2.422 0.224 1.047
H -2.751 -0.421 2.194
H 0.516 4.822 -0.038
H -2.254 1.716 -2.967
H 4.799 -0.738 0.676
H -4.731 0.191 -2.433
H -1.291 0.065 3.102
H -1.372 2.295 2.297
H 3.206 0.288 -0.577
H 0.561 1.195 0.837
H -3.108 2.264 2.258
H 1.749 -2.305 2.386
H 2.950 3.462 -1.309
H 0.481 3.861 -1.524
H -3.503 -1.603 -1.350
*
```



[8]
Formula: C16H24N2O3S2
Source: OMol25
Level of theory: ωB97M-V with the def2-TZVPD basis set

Values from the calculation:
Relative energy (zero: lowest compared OMol25 entry of this formula, charge and spin) = 18.8 kcal/mol
E_tot = -47774.8410 eV
Structure (SMILES) = O=C(C1CCN(S(=O)(=O)c2cccs2)CC1)N1CCCCCC1
Kohn-Sham gap = 9.563 eV

Geometry as ORCA input:
```
! RIJCOSX wB97M-V def2-TZVPD def2/J DEFGRID3
* xyz 0 1
S -2.458 -2.028 1.059
S -4.006 0.436 0.233
O -4.847 0.706 -0.892
O -4.583 0.170 1.515
O 2.120 2.642 0.136
N -2.981 1.714 0.404
N 1.817 0.541 -0.553
C -3.039 -1.001 -0.190
C 3.786 -1.295 1.040
C -2.013 -2.682 -1.385
C -1.786 -3.098 -0.110
C 3.981 0.142 0.563
C 1.705 -1.927 -0.279
C 1.063 -0.653 -0.849
C 1.348 1.727 -0.104
C 3.258 0.458 -0.746
C -2.153 1.786 1.583
C -1.044 1.800 -1.118
C -2.442 2.328 -0.784
C -0.148 1.986 0.111
C -2.740 -1.473 -1.431
C 2.322 -1.731 1.108
C -0.735 1.264 1.331
H -2.108 2.834 1.900
H 4.231 -1.391 2.033
H -1.122 0.755 -1.414
H -0.168 3.057 0.350
H -0.119 1.466 2.208
H 3.468 -0.293 -1.508
H -2.660 1.209 2.356
H 2.273 -2.678 1.649
H -3.151 2.124 -1.587
H 0.959 -0.763 -1.938
H 3.596 1.434 -1.104
H 3.617 0.840 1.318
H 0.068 -0.561 -0.424
H -2.400 3.411 -0.618
H 1.743 -0.998 1.672
H 4.324 -1.975 0.375
H -1.684 -3.215 -2.259
H 5.048 0.329 0.428
H 2.472 -2.304 -0.957
H -1.277 -3.984 0.215
H 0.919 -2.683 -0.233
H -0.768 0.184 1.186
H -3.051 -0.974 -2.331
H -0.636 2.362 -1.960
*
```



[9]
Formula: C16H24N3O4PtS
Source: OMol25
Level of theory: ωB97M-V with the def2-TZVPD basis set

Values from the calculation:
Relative energy (zero: lowest compared OMol25 entry of this formula, charge and spin) = 2.8 kcal/mol
E_tot = -43690.0390 eV
Kohn-Sham gap (spin up / spin down) = 9.081 / 6.437 eV

Geometry as ORCA input:
```
! RIJCOSX wB97M-V def2-TZVPD def2/J DEFGRID3
* xyz 3 5
Pt -6.394 5.713 12.362
S -8.000 4.616 13.625
O -5.814 4.465 10.587
O -4.664 4.527 8.715
O -6.308 8.176 13.415
O -6.380 10.160 12.513
N -5.721 7.100 10.901
N -8.353 6.414 15.626
N -8.047 4.278 16.250
C -9.038 1.537 15.993
C -5.778 8.367 11.043
C -8.810 7.474 14.765
C -5.107 7.355 8.603
C -10.076 1.777 17.019
C -10.803 8.490 16.042
C -5.314 5.095 9.643
C -7.605 3.002 16.248
C -5.542 9.317 10.024
C -8.025 5.182 15.251
C -10.314 7.775 14.792
C -10.778 7.656 17.326
C -9.682 1.635 18.509
C -5.208 8.737 8.813
C -5.334 6.564 9.748
C -6.168 8.810 12.400
H -7.169 2.671 17.128
H -10.875 6.836 14.558
H -11.375 8.148 18.055
H -9.727 0.591 18.785
H -8.356 6.671 16.629
H -4.969 6.810 7.653
H -11.787 8.843 15.914
H -10.897 0.962 16.813
H -9.371 1.573 14.982
H -5.246 9.404 7.914
H -10.401 8.420 13.938
H -10.115 9.336 16.309
H -10.424 2.120 19.110
H -8.553 7.172 13.716
H -8.659 1.888 18.724
H -11.299 6.727 17.127
H -8.271 0.758 16.138
H -5.596 10.354 10.089
H -9.769 7.490 17.780
H -4.697 3.577 8.643
H -8.188 8.308 15.008
H -10.404 2.786 16.746
H -7.082 2.729 15.271
H -8.346 4.718 17.134
*
```



[10]
Formula: C16H24N5O2RuS
Source: OMol25
Level of theory: ωB97M-V with the def2-TZVPD basis set

Values from the calculation:
Relative energy (zero: lowest compared OMol25 entry of this formula, charge and spin) = 0.0 kcal/mol
E_tot = -41928.9105 eV
Kohn-Sham gap (spin up / spin down) = 7.427 / 7.525 eV

Geometry as ORCA input:
```
! RIJCOSX wB97M-V def2-TZVPD def2/J DEFGRID3
* xyz 2 2
Ru -0.761 -0.703 1.002
S -0.531 -0.561 -1.797
O -0.279 -1.736 -0.913
O -1.675 -0.565 -2.638
N -1.855 -2.463 1.340
N 1.315 -0.680 1.516
N -1.936 1.285 1.019
N -0.893 -0.713 3.131
N -0.643 0.495 -0.564
C -1.640 1.444 -0.269
C 0.886 -0.145 -2.679
C -3.360 3.172 0.898
C 3.154 0.793 -3.964
C -1.554 -3.016 2.683
C 2.137 -0.593 -2.264
C 1.886 1.210 -4.367
C -2.200 2.411 -1.077
C 0.468 -0.606 3.738
C 1.474 -1.289 2.854
C -3.077 3.290 -0.465
C 0.745 0.749 -3.739
C 4.378 1.299 -4.676
C 3.261 -0.121 -2.916
C -1.722 -1.857 3.620
C -2.783 2.147 1.609
H -1.395 0.140 3.355
H 2.481 -1.159 3.255
H 0.708 0.456 3.804
H -4.018 3.869 1.395
H 4.322 2.376 -4.829
H 5.288 1.066 -4.128
H -2.996 1.999 2.660
H -1.479 -2.124 4.649
H -0.536 -3.395 2.666
H 0.484 -1.008 4.752
H -3.537 4.078 -1.046
H -2.854 -2.279 1.262
H -1.947 2.478 -2.126
H -0.237 1.054 -4.075
H -1.612 -3.122 0.602
H -2.208 -3.844 2.962
H 1.635 0.284 1.530
H -2.762 -1.525 3.606
H 1.792 1.900 -5.196
H 2.219 -1.331 -1.476
H 4.452 0.838 -5.663
H 1.294 -2.357 2.763
H 1.872 -1.169 0.821
H 4.240 -0.476 -2.621
*
```